Record 1
Below is a molecular structure, C31H57BeN2O2P2S at a distorted geometry, with properties calculated with ωB97M-V/def2-TZVPD.

Output
- spin multiplicity = 1
- charge = +1
- HOMO energy (eV) = -9.29
- frontier orbital gap (hartree) = 0.248

Geometry (Å):
C 2.406 -1.204 -1.596
C 1.391 0.664 -2.659
C 3.324 -1.328 -2.645
C 2.282 0.560 -3.742
C 3.266 -0.429 -3.724
H 4.063 -2.133 -2.623
H 2.195 1.259 -4.579
H 3.978 -0.516 -4.552
N 1.486 -0.195 -1.598
P 0.546 -2.348 0.145
P -0.030 2.266 -0.860
C 2.332 -2.189 -0.455
H 2.810 -3.144 -0.735
H 2.868 -1.784 0.424
C -1.424 -0.002 1.302
O -2.320 0.028 2.063
C 0.213 1.589 -2.630
H 0.290 2.353 -3.416
C -1.661 3.295 -0.911
C 1.452 3.449 -0.571
C -0.297 -3.538 -1.095
C 0.711 -3.227 1.838
C -2.792 2.462 -0.266
H -2.754 2.535 0.831
H -3.760 2.877 -0.605
H -2.747 1.398 -0.532
C -1.532 4.577 -0.063
H -1.326 4.343 0.995
H -0.761 5.269 -0.435
H -2.501 5.108 -0.103
C -2.045 3.664 -2.356
H -2.693 4.560 -2.340
H -1.170 3.894 -2.985
H -2.614 2.854 -2.836
C 1.366 4.052 0.850
H 0.713 3.450 1.499
H 2.380 4.043 1.292
H 1.011 5.091 0.855
C 2.760 2.627 -0.635
H 2.647 1.635 -0.172
H 3.121 2.499 -1.667
H 3.536 3.178 -0.074
C 1.540 4.562 -1.634
H 0.795 4.445 -2.437
H 1.351 5.537 -1.147
H 2.544 4.609 -2.093
C -0.704 -3.414 2.426
H -0.622 -3.964 3.382
H -1.178 -2.440 2.636
H -1.367 -3.993 1.764
C 1.497 -2.316 2.801
H 2.449 -1.966 2.371
H 0.908 -1.435 3.095
H 1.733 -2.900 3.711
C 1.461 -4.572 1.746
H 2.244 -4.543 0.969
H 1.966 -4.762 2.712
H 0.800 -5.426 1.542
C 0.207 -3.136 -2.495
H 1.246 -3.459 -2.671
H -0.429 -3.626 -3.254
H 0.132 -2.049 -2.642
C -1.814 -3.246 -1.023
H -2.133 -2.697 -1.926
H -2.360 -4.208 -0.980
H -2.086 -2.664 -0.128
C -0.014 -5.039 -0.907
H 1.068 -5.253 -0.848
H -0.507 -5.462 -0.017
H -0.408 -5.580 -1.788
Be 0.000 0.000 0.000
N -1.280 -0.148 -1.767
C -1.018 0.593 -2.767
C -1.764 0.474 -4.132
C -1.316 1.511 -5.180
C -1.491 -0.937 -4.700
C -3.282 0.606 -3.876
H -1.476 2.549 -4.842
H -0.250 1.391 -5.440
H -1.899 1.373 -6.109
H -1.890 -1.700 -4.014
H -1.979 -1.052 -5.686
H -0.408 -1.113 -4.826
H -3.732 1.311 -4.600
H -3.762 -0.380 -3.989
H -3.494 0.980 -2.860
C 0.329 1.267 3.532
S 1.613 1.397 2.232
C 2.966 0.531 3.090
O 1.155 0.255 1.289
H 0.766 1.573 4.504
H -0.121 0.271 3.652
H -0.479 1.990 3.296
H 2.606 -0.124 3.907
H 3.576 -0.035 2.356
H 3.633 1.296 3.537

Atom-resolved charges from Löwdin, all expressed in e: number 1, C, carries -0.320; number 2, C, carries -0.283; number 3, C, carries -0.019; number 4, C, carries -0.011; number 5, C, carries -0.030; number 6, H, carries 0.120; number 7, H, carries 0.120; number 8, H, carries 0.118; number 9, N, carries 0.089; number 10, P, carries 1.186; number 11, P, carries 1.219; number 12, C, carries -0.227; number 13, H, carries 0.097; number 14, H, carries 0.077; number 15, C, carries 0.071; number 16, O, carries 0.146; number 17, C, carries -0.279; number 18, H, carries 0.093; number 19, C, carries -0.627; number 20, C, carries -0.643; number 21, C, carries -0.642; number 22, C, carries -0.650; number 23, C, carries -0.107; number 24, H, carries 0.071; number 25, H, carries 0.103; number 26, H, carries 0.040; number 27, C, carries -0.095; number 28, H, carries 0.074; number 29, H, carries 0.070; number 30, H, carries 0.100; number 31, C, carries -0.075; number 32, H, carries 0.100; number 33, H, carries 0.060; number 34, H, carries 0.061; number 35, C, carries -0.151; number 36, H, carries 0.006; number 37, H, carries 0.077; number 38, H, carries 0.077; number 39, C, carries -0.107; number 40, H, carries 0.038; number 41, H, carries 0.083; number 42, H, carries 0.093; number 43, C, carries -0.069; number 44, H, carries 0.061; number 45, H, carries 0.080; number 46, H, carries 0.089; number 47, C, carries -0.079; number 48, H, carries 0.101; number 49, H, carries 0.063; number 50, H, carries 0.078; number 51, C, carries -0.113; number 52, H, carries 0.055; number 53, H, carries 0.045; number 54, H, carries 0.102; number 55, C, carries -0.087; number 56, H, carries 0.071; number 57, H, carries 0.089; number 58, H, carries 0.072; number 59, C, carries -0.106; number 60, H, carries 0.086; number 61, H, carries 0.101; number 62, H, carries 0.046; number 63, C, carries -0.096; number 64, H, carries 0.061; number 65, H, carries 0.090; number 66, H, carries 0.052; number 67, C, carries -0.093; number 68, H, carries 0.078; number 69, H, carries 0.071; number 70, H, carries 0.099; number 71, Be, carries -0.135; number 72, N, carries 0.100; number 73, C, carries -0.403; number 74, C, carries -0.528; number 75, C, carries -0.061; number 76, C, carries -0.057; number 77, C, carries -0.048; number 78, H, carries 0.070; number 79, H, carries 0.078; number 80, H, carries 0.094; number 81, H, carries 0.062; number 82, H, carries 0.095; number 83, H, carries 0.083; number 84, H, carries 0.087; number 85, H, carries 0.085; number 86, H, carries 0.061; number 87, C, carries -0.210; number 88, S, carries 0.985; number 89, C, carries -0.212; number 90, O, carries -0.625; number 91, H, carries 0.080; number 92, H, carries 0.052; number 93, H, carries 0.066; number 94, H, carries 0.064; number 95, H, carries 0.072; number 96, H, carries 0.071

---

Record 2
Below is a molecular structure, C31H57IrN2O4P2S2Si2Te at a distorted geometry, with properties calculated with ωB97M-V/def2-TZVPD.

Output
- spin multiplicity = 1
- charge = +2
- HOMO energy (spin up / spin down) (eV) = -13.09 / -13.09
- frontier orbital gap (spin up / spin down) (hartree) = 0.229 / 0.229

Geometry (Å):
Ir 0.152 -0.031 -0.251
C 4.432 2.369 3.487
C 4.182 0.964 3.015
O 2.730 0.815 2.812
P 2.132 -0.418 2.060
S 0.120 -0.325 2.093
S 2.485 -0.398 0.067
O 2.766 -1.628 2.818
C 2.376 -3.016 2.565
C 1.857 -3.610 3.847
H 5.499 2.501 3.669
H 3.900 2.565 4.417
H 4.122 3.097 2.737
H 4.481 0.218 3.748
H 4.676 0.757 2.063
H 3.279 -3.512 2.213
H 1.626 -3.026 1.769
H 2.592 -3.501 4.643
H 1.667 -4.674 3.705
H 0.928 -3.129 4.152
O 4.103 -2.010 -7.072
C 4.331 -1.578 -5.822
O 5.435 -1.549 -5.365
C 3.139 -1.154 -5.004
C 1.873 -1.700 -5.169
C 0.842 -1.355 -4.309
C 1.072 -0.434 -3.293
C 2.344 0.101 -3.114
C 3.369 -0.256 -3.967
N 0.022 -0.121 -2.376
C -1.187 -0.167 -2.797
C -2.283 -0.137 -1.840
C -3.610 -0.210 -2.223
C -4.591 -0.206 -1.239
C -4.204 -0.132 0.087
C -2.854 -0.063 0.401
N -1.912 -0.066 -0.541
H 3.198 -1.838 -7.357
H 1.685 -2.455 -5.923
H -0.109 -1.866 -4.401
H 2.541 0.774 -2.298
H 4.370 0.128 -3.822
H -1.419 -0.270 -3.855
H -3.866 -0.271 -3.272
H -5.637 -0.259 -1.507
H -4.932 -0.126 0.886
H -2.518 -0.007 1.427
C -0.901 2.997 2.330
C 0.372 2.958 1.486
P 0.178 2.244 -0.176
C -1.389 2.922 -0.810
C -1.494 4.448 -0.870
C 1.557 2.915 -1.159
C 1.802 4.426 -1.178
H -0.676 3.428 3.305
H -1.302 1.999 2.504
H -1.676 3.612 1.874
H 1.158 2.393 1.989
H 0.756 3.969 1.345
H -2.162 2.522 -0.150
H -1.565 2.488 -1.797
H -1.112 4.928 0.030
H -2.540 4.734 -0.976
H -0.958 4.854 -1.724
H 1.420 2.550 -2.177
H 2.435 2.402 -0.754
H 1.084 4.950 -1.802
H 2.791 4.612 -1.596
H 1.785 4.875 -0.187
C -3.990 -5.189 1.679
Si -2.316 -4.389 1.515
C -0.973 -5.537 2.111
C -2.268 -2.782 2.471
C -2.077 -3.973 -0.323
Te -0.267 -3.014 -0.966
C 1.079 -4.645 -0.640
Si 2.326 -4.932 -2.047
C 1.385 -5.281 -3.622
C 3.371 -6.389 -1.548
C 3.356 -3.385 -2.217
H -4.205 -5.419 2.724
H -4.043 -6.126 1.120
H -4.788 -4.538 1.314
H -1.114 -5.754 3.172
H 0.019 -5.102 1.993
H -0.991 -6.491 1.578
H -2.362 -2.970 3.542
H -3.102 -2.137 2.183
H -1.332 -2.240 2.306
H -2.873 -3.295 -0.648
H -2.138 -4.850 -0.971
H 0.415 -5.504 -0.528
H 1.586 -4.502 0.314
H 0.771 -6.179 -3.529
H 2.081 -5.448 -4.448
H 0.731 -4.451 -3.893
H 2.765 -7.284 -1.394
H 3.921 -6.192 -0.626
H 4.103 -6.617 -2.325
H 2.740 -2.526 -2.494
H 4.120 -3.505 -2.989
H 3.869 -3.140 -1.284

Results of the Löwdin charge analysis, in e, for atoms 1 through 99: number 1, Ir, carries 0.567; number 2, C, carries -0.056; number 3, C, carries -0.226; number 4, O, carries -0.320; number 5, P, carries -0.001; number 6, S, carries 0.421; number 7, S, carries 0.371; number 8, O, carries -0.275; number 9, C, carries -0.249; number 10, C, carries -0.049; number 11, H, carries 0.094; number 12, H, carries 0.090; number 13, H, carries 0.080; number 14, H, carries 0.124; number 15, H, carries 0.114; number 16, H, carries 0.133; number 17, H, carries 0.058; number 18, H, carries 0.093; number 19, H, carries 0.084; number 20, H, carries 0.083; number 21, O, carries 0.148; number 22, C, carries -0.477; number 23, O, carries 0.154; number 24, C, carries -0.118; number 25, C, carries 0.001; number 26, C, carries -0.029; number 27, C, carries -0.280; number 28, C, carries -0.058; number 29, C, carries 0.021; number 30, N, carries -0.093; number 31, C, carries -0.097; number 32, C, carries -0.282; number 33, C, carries 0.034; number 34, C, carries 0.003; number 35, C, carries 0.002; number 36, C, carries -0.125; number 37, N, carries -0.105; number 38, H, carries 0.112; number 39, H, carries 0.131; number 40, H, carries 0.110; number 41, H, carries 0.040; number 42, H, carries 0.140; number 43, H, carries 0.152; number 44, H, carries 0.137; number 45, H, carries 0.132; number 46, H, carries 0.132; number 47, H, carries 0.086; number 48, C, carries -0.127; number 49, C, carries -0.367; number 50, P, carries 0.829; number 51, C, carries -0.356; number 52, C, carries -0.105; number 53, C, carries -0.369; number 54, C, carries -0.105; number 55, H, carries 0.092; number 56, H, carries 0.026; number 57, H, carries 0.069; number 58, H, carries 0.048; number 59, H, carries 0.081; number 60, H, carries 0.069; number 61, H, carries 0.079; number 62, H, carries 0.076; number 63, H, carries 0.089; number 64, H, carries 0.066; number 65, H, carries 0.073; number 66, H, carries 0.057; number 67, H, carries 0.063; number 68, H, carries 0.088; number 69, H, carries 0.069; number 70, C, carries -0.170; number 71, Si, carries 0.414; number 72, C, carries -0.166; number 73, C, carries -0.190; number 74, C, carries -0.542; number 75, Te, carries 1.325; number 76, C, carries -0.533; number 77, Si, carries 0.404; number 78, C, carries -0.173; number 79, C, carries -0.167; number 80, C, carries -0.163; number 81, H, carries 0.044; number 82, H, carries 0.042; number 83, H, carries 0.035; number 84, H, carries 0.049; number 85, H, carries -0.004; number 86, H, carries 0.047; number 87, H, carries 0.051; number 88, H, carries 0.019; number 89, H, carries -0.078; number 90, H, carries -0.003; number 91, H, carries 0.018; number 92, H, carries 0.018; number 93, H, carries -0.016; number 94, H, carries 0.042; number 95, H, carries 0.044; number 96, H, carries 0.001; number 97, H, carries 0.041; number 98, H, carries 0.037; number 99, H, carries 0.045

---

So what do the calculations give for energy above the lowest of the compared OMol25 structures with the same formula, charge and spin? Going down the list: 0.0 0.0 kcal per mole.